Arrangement 1

16
Properties=species:S:1:pos:R:3 method="wB97M-V/def2-TZVPD" lumo_energy_ev=0.3 smiles="CS[C@@H]1C=CC=CS1" mol_weight_g_mol=144.3 homo_energy_ev=-7.81 gap_ev=8.1
C 2.758 -0.901 0.149
S 1.593 -0.115 -0.886
C 0.379 0.391 0.464
C -0.674 -0.586 0.636
C -1.823 -0.612 -0.154
C -2.363 0.594 -0.757
C -1.719 1.791 -0.547
S -0.203 2.155 0.209
H 3.679 -1.162 -0.407
H 3.039 -0.250 0.965
H 2.319 -1.876 0.519
H 1.047 0.326 1.298
H -0.265 -1.513 1.138
H -2.498 -1.448 -0.206
H -3.193 0.523 -1.472
H -2.078 2.685 -0.949

Arrangement 2

16
Properties=species:S:1:pos:R:3 method="wB97M-V/def2-TZVPD" lumo_energy_ev=0.8 smiles="S[C@@H]1C=CSC=CC1" mol_weight_g_mol=144.3 homo_energy_ev=-8.11 gap_ev=8.9
S -2.690 -0.307 -0.776
C -1.009 -0.435 -0.500
C -0.346 -1.454 0.309
C 0.963 -1.610 0.413
S 2.014 -0.825 -0.897
C 1.923 0.777 -0.620
C 0.952 1.372 0.119
C -0.514 0.955 0.096
H -2.946 -0.215 0.578
H -0.685 -0.767 -1.569
H -1.266 -1.785 0.994
H 1.502 -2.414 1.093
H 2.857 1.283 -0.593
H 0.961 2.499 0.272
H -0.695 1.050 1.261
H -1.020 1.876 -0.180

Going by the energies, arrangement 1 is most stable and the next is 2.077 eV up.

Arrangement 1

28
Properties=species:S:1:pos:R:3 method="wB97M-V/def2-TZVPD" lumo_energy_ev=0.8 smiles=Cc1c[nH]c2ccccc12.CSC mol_weight_g_mol=193.3 homo_energy_ev=-7.84 gap_ev=8.6
C -3.236 0.160 0.534
C -1.803 -0.216 0.731
C -0.772 -0.137 -0.154
N 0.383 -0.634 0.397
C 0.109 -1.048 1.673
C 0.914 -1.726 2.585
C 0.363 -2.070 3.801
C -0.967 -1.735 4.101
C -1.770 -1.110 3.174
C -1.259 -0.800 1.915
H -3.510 1.060 1.089
H -3.885 -0.631 0.915
H -3.474 0.257 -0.530
H -0.816 0.394 -1.097
H 1.263 -0.665 -0.081
H 1.939 -1.993 2.342
H 0.980 -2.597 4.515
H -1.345 -2.088 5.051
H -2.778 -0.871 3.502
C 1.215 1.578 -2.863
S 2.310 2.884 -3.408
C 3.182 2.135 -4.787
H 1.429 1.280 -1.827
H 0.191 1.949 -2.841
H 1.168 0.690 -3.499
H 3.387 1.067 -4.662
H 4.137 2.647 -4.851
H 2.645 2.219 -5.727

Arrangement 2

28
Properties=species:S:1:pos:R:3 method="wB97M-V/def2-TZVPD" lumo_energy_ev=0.8 smiles=Cc1c[nH]c2ccccc12.CCS mol_weight_g_mol=193.3 homo_energy_ev=-7.94 gap_ev=8.8
C 2.051 0.045 -3.906
C 2.030 -0.818 -2.665
C 2.844 -1.859 -2.370
N 2.501 -2.406 -1.141
C 1.463 -1.692 -0.611
C 0.793 -1.842 0.575
C -0.252 -0.996 0.859
C -0.604 0.030 -0.034
C 0.073 0.182 -1.232
C 1.133 -0.695 -1.559
H 1.022 0.283 -4.160
H 2.513 -0.539 -4.713
H 2.647 0.979 -3.762
H 3.658 -2.224 -3.001
H 2.995 -3.170 -0.731
H 1.058 -2.636 1.288
H -0.859 -1.066 1.811
H -1.479 0.682 0.196
H -0.219 0.915 -1.989
C -2.155 2.901 2.968
C -2.591 1.439 2.863
S -3.842 0.930 4.044
H -1.754 3.064 3.985
H -2.931 3.578 2.672
H -1.291 3.047 2.278
H -2.961 1.262 1.865
H -1.697 0.836 3.009
H -4.146 -0.230 3.463

Going by the energies, arrangement 2 is most stable and the next is 0.085 eV up.

Arrangement 1

15
Properties=species:S:1:pos:R:3 method="wB97M-V/def2-TZVPD" lumo_energy_ev=-6.3 total_charge=+1 mol_weight_g_mol=72.1 homo_energy_ev=-12.90 gap_ev=6.6
C -1.300 1.531 1.781
C -0.937 2.104 0.644
H -0.700 0.735 2.216
H -2.301 1.684 2.156
H -0.329 1.661 -0.142
H -1.298 3.082 0.344
C 1.746 -0.681 -0.659
C -0.537 -1.583 -0.937
N 0.744 -1.706 -0.961
H 1.686 -0.438 0.400
H 2.733 -1.089 -0.846
H 1.588 0.213 -1.258
H -0.905 -0.628 -1.303
H -1.227 -2.205 -0.378
H 1.036 -2.679 -1.056

Arrangement 2

15
Properties=species:S:1:pos:R:3 method="wB97M-V/def2-TZVPD" lumo_energy_ev=-8.8 total_charge=+1 mol_weight_g_mol=72.1 homo_energy_ev=-12.86 gap_ev=4.1
C 2.146 -0.768 0.810
C 2.152 -0.075 -0.616
C 0.998 0.920 -0.412
C -0.204 0.482 -0.089
N -4.232 -0.252 -0.015
H 0.986 -0.838 0.806
H 2.200 -0.071 1.644
H 2.650 -1.681 1.016
H 1.973 -0.740 -1.485
H 3.049 0.538 -0.808
H 1.310 1.952 -0.317
H -0.735 1.024 0.713
H -3.226 -0.316 0.281
H -4.765 -0.449 0.847
H -4.373 -1.004 -0.756

Arrangement 3

15
Properties=species:S:1:pos:R:3 method="wB97M-V/def2-TZVPD" lumo_energy_ev=-3.4 total_charge=+1 mol_weight_g_mol=72.1 homo_energy_ev=-14.88 gap_ev=11.5
C 0.858 -1.416 1.617
C -0.681 1.168 -1.079
C -0.358 -1.627 1.167
C -0.218 2.298 -0.578
N 0.131 -0.018 -1.121
H 1.726 -1.812 1.224
H 1.101 -0.793 2.406
H -1.584 1.168 -1.584
H -1.203 -1.191 1.740
H -0.078 -0.543 -1.977
H -0.789 3.225 -0.405
H 0.890 2.289 -0.347
H -0.247 -0.633 -0.321
H -0.651 -2.367 0.410
H 1.103 0.252 -1.151

Arrangement 4

15
Properties=species:S:1:pos:R:3 method="wB97M-V/def2-TZVPD" lumo_energy_ev=-3.6 smiles="C=C([NH3+])CC" total_charge=+1 mol_weight_g_mol=72.1 homo_energy_ev=-15.16 gap_ev=11.5
C -0.543 -1.409 1.340
C -0.046 -0.652 0.386
N 1.364 -0.105 0.711
C -0.595 -0.133 -0.913
C -0.434 1.377 -1.080
H -1.466 -1.944 1.146
H -0.061 -1.678 2.263
H 1.629 -0.187 1.690
H 1.353 0.899 0.516
H 2.034 -0.571 0.088
H -1.667 -0.310 -0.853
H -0.196 -0.708 -1.738
H -1.211 1.920 -0.539
H 0.561 1.792 -0.932
H -0.720 1.707 -2.085

Going by the energies, arrangement 4 is most stable and the next is 1.655 eV up.

Arrangement 1

26
Properties=species:S:1:pos:R:3 method="wB97M-V/def2-TZVPD" lumo_energy_ev=0.8 smiles="C=C(C)O.CCN(C)C" mol_weight_g_mol=131.2 homo_energy_ev=-7.36 gap_ev=8.2
C 0.894 2.151 -1.033
C 1.332 0.996 -0.392
C 1.482 1.029 1.106
O 2.297 0.234 -1.038
H 0.861 3.082 -0.489
H 1.244 2.340 -2.041
H 0.555 0.648 1.534
H 1.621 2.050 1.450
H 2.258 0.372 1.497
H 3.244 0.367 -1.130
C -2.075 0.020 1.658
C -1.833 -0.230 0.189
N -0.295 -0.625 -0.350
C -0.445 -0.899 -1.781
C 0.218 -1.827 0.301
H -1.584 -0.715 2.295
H -1.705 1.006 1.929
H -3.141 -0.082 1.878
H -2.215 0.572 -0.435
H -2.371 -1.153 -0.075
H -1.103 -1.753 -1.983
H -0.867 -0.026 -2.274
H 0.524 -1.126 -2.225
H -0.376 -2.719 0.068
H 0.239 -1.695 1.380
H 1.240 -2.014 -0.039

Arrangement 2

26
Properties=species:S:1:pos:R:3 method="wB97M-V/def2-TZVPD" lumo_energy_ev=0.4 mol_weight_g_mol=131.2 homo_energy_ev=-9.68 gap_ev=10.1
C -1.207 -0.358 -2.628
C -0.626 -1.121 -1.377
C -1.006 -0.441 -0.024
C -0.563 -1.177 1.147
C -1.185 -0.898 2.587
C 1.869 0.867 0.135
C 1.835 1.721 -1.033
H -2.309 -0.074 -2.281
H -0.826 0.709 -2.500
H -1.043 -0.724 -3.711
H 0.466 -0.628 -1.460
H -0.648 -2.155 -1.385
H -0.497 0.599 0.249
H -2.087 -0.324 0.119
H 0.482 -1.167 1.317
H -0.763 -2.227 0.822
H -2.335 -1.372 2.926
H -0.337 -1.112 3.482
H -1.319 0.230 2.724
H 1.163 0.722 2.362
H 1.485 2.389 1.582
H 1.822 2.863 -1.126
H 1.202 1.208 -1.745
H 2.822 1.478 -1.409
N 1.129 1.106 1.328
O 2.476 -0.117 -0.098

Going by the energies, arrangement 1 is most stable and the next is 1.701 eV up.